Formula: C22H22FN2O2
Source: OMol25
Level of theory: ωB97M-V/def2-TZVPD

```
49
Properties=species:S:1:pos:R:3:forces:R:3
C -1.930 -0.426 -0.067 -0.1335 -0.4326 -1.0617
C -1.713 0.048 -1.622 0.0556 0.3923 -1.1049
C -1.909 1.672 -1.949 0.0006 -0.5470 -0.3684
N -1.377 -0.752 -2.686 0.1812 3.2758 3.5517
N -0.786 -1.943 -2.285 0.7251 -5.9776 1.7754
C -1.751 -3.136 -2.113 2.9215 -2.3944 1.0065
C -1.263 -4.645 -1.673 3.0652 2.4122 -0.3947
C 0.342 -4.911 -1.418 -1.6579 3.2519 -1.1550
F 0.847 -6.262 -1.055 -1.7280 5.0380 -1.3208
C 1.339 -3.586 -1.638 -2.1314 -1.0587 -0.3237
C 2.954 -3.891 -1.424 -0.3756 1.1505 0.4873
C 0.735 -2.090 -2.074 -1.4554 -2.9725 0.6135
C 1.702 -0.788 -2.322 0.4210 0.6547 -0.0099
C 2.726 -0.439 -1.088 2.8240 1.2077 4.1234
C 4.356 -0.813 -1.084 -1.0351 1.1879 2.2963
C 5.383 -0.476 0.148 -3.8901 1.4724 0.9141
C 4.843 0.335 1.501 -3.3210 -1.0265 -3.7992
C 3.246 0.771 1.523 2.0500 -1.9812 -2.5992
C 2.212 0.376 0.279 3.3605 -0.6785 -0.0006
H -2.684 -1.348 -0.047 1.7118 1.9420 -0.1395
H -0.895 -0.798 0.335 -2.0127 0.8272 -0.4936
H -2.410 0.450 0.546 1.3298 -1.6992 -1.2789
H -3.055 1.966 -1.865 2.4416 -0.6856 -0.1777
H -1.312 2.346 -1.170 -1.3506 -1.8606 -1.4791
H -1.491 1.914 -3.037 -1.1098 -0.7336 2.3619
H -2.924 -3.002 -2.291 3.1038 0.1591 0.2831
H -1.989 -5.579 -1.559 1.4977 2.5203 -0.3497
H 3.257 -3.354 -0.408 -0.5923 -1.0763 -2.2246
H 3.596 -3.390 -2.296 -1.5722 -1.2800 1.9159
H 3.197 -5.038 -1.297 -0.8719 2.3835 -0.5481
H 1.079 0.209 -2.526 1.0415 -2.5384 0.5228
H 2.323 -0.963 -3.322 -1.2730 0.1243 2.2323
H 4.796 -1.381 -2.037 -1.0376 1.4496 2.3547
H 6.525 -0.771 0.160 -2.7016 0.5486 -0.4163
H 5.551 0.595 2.409 -1.6203 -0.6180 -2.1880
H 2.898 1.380 2.489 0.5329 -1.5370 -2.5622
H 1.093 0.747 0.422 2.5976 -0.9246 -0.5274
C -2.163 2.928 3.414 -0.0993 0.0522 0.3561
C -2.852 3.524 4.391 0.3678 -0.3632 -0.1196
C -3.866 4.555 4.094 -0.6270 0.5642 0.8798
O -4.497 5.103 4.988 0.5513 -0.4911 -0.7812
C -4.090 4.901 2.676 0.0779 -0.0412 -0.5136
C -3.400 4.304 1.699 -0.2504 0.2335 0.1287
C -2.386 3.273 1.996 0.1603 -0.0609 -0.1807
O -1.756 2.726 1.102 -0.1795 0.0991 0.2927
H -1.415 2.171 3.614 -0.0030 0.0164 -0.0175
H -2.701 3.282 5.436 -0.0292 0.0374 -0.0273
H -4.837 5.658 2.476 0.0171 -0.0153 0.0412
H -3.552 4.547 0.654 0.0228 -0.0069 0.0258
```
Positions in Å, forces in eV/Å.

Output
- relative energy (zero: lowest compared OMol25 entry of this formula, charge and spin) (eV) = 21.697
- net charge = +1

=====

Formula: C2H9O2S
Source: OMol25
Level of theory: ωB97M-V/def2-TZVPD

```
14
Properties=species:S:1:pos:R:3:forces:R:3
C -2.012 0.592 -1.771 -0.7758 1.4359 -0.6795
C -1.292 0.359 -0.461 0.2390 -0.7952 -0.1088
S 0.535 0.395 -0.611 -0.0404 0.1715 -0.0350
H -2.023 -0.219 -2.490 0.4952 -0.4069 0.0856
H -1.626 1.475 -2.291 0.4208 -0.1572 -0.0064
H -3.073 0.872 -1.681 -0.1176 -0.2790 0.5469
H -1.590 -0.644 -0.138 0.0161 0.1260 0.3754
H -1.597 1.076 0.305 -0.1670 -0.0164 -0.1504
H 1.833 -1.752 0.717 -0.3901 -0.0587 -0.0657
H 1.159 -2.339 -0.463 -0.1948 0.2263 0.1102
O 1.458 -2.595 0.420 0.4707 -0.2068 0.0166
H 1.306 0.573 2.964 -0.7416 0.4390 -0.7200
H 0.507 1.046 1.683 0.3994 -0.3929 -0.3074
O 0.553 1.117 2.655 0.3861 -0.0857 0.9383
```
Positions in Å, forces in eV/Å.

Output
- relative energy (zero: lowest compared OMol25 entry of this formula, charge and spin) (eV) = 0.259
- net charge = -1

=====

Formula: C26H30IN3O11S5V
Source: OMol25
Level of theory: ωB97M-V/def2-TZVPD

```
77
Properties=species:S:1:pos:R:3:forces:R:3
C -4.627 0.478 -0.783 -0.0569 -0.1257 -0.4205
C -4.262 -0.183 -2.152 -0.3913 -0.0778 1.1875
C -3.446 -1.509 -2.017 -0.3301 0.6588 -0.6951
O -2.045 -1.364 -2.309 0.1253 -0.5760 0.7077
C -1.267 -2.350 -1.722 0.4716 -0.3409 0.1370
O -0.939 -2.304 -0.565 -0.3695 0.1696 -0.2559
C -0.816 -3.482 -2.669 -1.1369 0.9617 -0.2190
S 0.749 -3.014 -3.548 -0.6969 0.1413 0.1686
C 0.756 -1.246 -3.204 -0.1004 -0.0884 -0.1013
C -0.084 -0.378 -3.945 0.2251 0.4026 0.1552
I -1.335 -1.102 -5.508 0.5313 0.4210 0.4962
C -0.146 1.001 -3.630 0.5715 -0.3601 0.4744
C 0.651 1.432 -2.571 0.8260 -0.1967 0.4386
C 1.526 0.565 -1.846 -0.1307 0.5126 -0.8141
C 1.591 -0.791 -2.142 0.2345 -0.0067 -0.1550
C 2.470 -1.751 -1.337 0.2700 0.0880 -1.0347
C 3.950 -1.309 -1.132 0.3928 -0.4624 0.9915
C 4.220 -1.342 0.412 -0.7346 0.1603 -0.2889
S 5.691 -0.378 0.898 -0.1687 0.0512 0.5287
C 5.118 0.609 2.263 -0.3483 1.2282 -0.4848
S 5.343 2.212 2.256 -0.0101 -0.3922 0.0803
N 4.475 0.019 3.398 1.4633 -0.6660 -1.4621
C 5.056 -1.046 4.024 -2.4642 -0.0065 1.3594
C 4.099 -1.329 5.041 1.2290 -0.7177 -0.1383
N 3.037 -0.480 5.033 1.3311 0.0327 -0.6673
C 3.301 0.342 4.024 -0.5083 -0.1316 0.7840
C 2.235 1.445 -0.800 -0.9118 -0.7047 -1.1761
O 3.318 1.411 -0.311 -0.1578 -0.1366 0.2394
N 1.238 2.465 -0.549 0.8899 1.0704 0.6473
C 0.277 1.781 0.337 -0.5583 0.6314 1.2571
C -0.116 2.637 1.594 -1.1576 -1.1285 -0.4764
C -0.059 1.745 2.875 0.2026 1.0219 0.2403
C -0.935 0.479 2.851 -0.6804 -0.7875 -0.1696
S -0.020 -0.917 3.565 3.8725 2.1890 1.0064
O 0.130 -0.772 4.982 -1.6952 -0.2498 -0.5607
O 1.232 -1.085 2.883 -1.3097 -0.3732 -0.9323
O -0.874 -2.306 3.296 1.9335 3.8535 -7.9305
C 0.824 2.815 -1.897 -1.2481 -1.7091 -0.7484
O 0.716 3.890 -2.387 -0.0886 0.0096 0.5248
O -3.575 0.800 -2.933 0.2345 0.4579 0.2669
C -4.361 1.876 -3.242 -0.8447 0.8569 -0.8109
O -5.446 1.762 -3.738 0.0274 -0.4958 0.3048
C -3.837 3.285 -2.961 1.3184 0.5622 0.1985
S -4.732 4.518 -3.979 -0.5470 -0.1299 -0.4214
H -3.978 1.346 -0.604 0.0606 -0.3779 0.1657
H -5.657 0.867 -0.830 0.3588 -0.2086 0.1114
H -4.553 -0.252 0.035 -0.0663 0.3307 -0.1249
H -5.232 -0.463 -2.593 0.5220 0.1316 -0.3155
H -3.555 -1.854 -0.984 -0.1611 -0.2275 -0.2554
H -3.871 -2.200 -2.765 0.2096 -0.0827 0.4868
H -1.658 -3.572 -3.379 0.6063 -0.1520 -0.0712
H -0.715 -4.429 -2.128 0.3207 0.3854 -0.0212
H -0.802 1.703 -4.144 0.1794 -0.3197 0.0104
H 1.972 -1.936 -0.373 0.1261 -0.0686 -0.2638
H 2.500 -2.685 -1.914 -0.2185 0.2287 0.6082
H 4.208 -0.342 -1.577 -0.2222 -0.2301 0.2231
H 4.633 -2.064 -1.555 -0.3566 0.3199 -0.1833
H 4.298 -2.394 0.720 0.0790 0.3527 0.1013
H 3.335 -0.902 0.900 0.5126 -0.1010 0.0673
H 6.004 -1.504 3.767 -0.3019 0.2551 -0.1153
H 4.242 -2.161 5.728 -0.4193 0.4271 0.0525
H 2.650 1.167 3.751 0.6599 -0.1509 -0.1594
H 0.751 0.861 0.737 -0.0512 0.2676 -0.4041
H -0.658 1.448 -0.150 0.4901 0.1380 -0.2967
H 0.457 3.566 1.684 0.1460 -0.4972 0.1060
H -1.172 2.932 1.445 0.4180 0.1291 0.1755
H -0.411 2.350 3.725 0.3705 -0.2452 -0.1640
H 0.993 1.480 3.054 -0.4570 0.0445 -0.0604
H -1.855 0.583 3.449 0.3527 0.0233 -0.0653
H -1.247 0.140 1.860 0.2145 0.0360 -0.1231
H -1.301 -2.599 4.165 7.3469 0.7176 6.7333
H -2.758 3.377 -3.171 -0.3613 -0.2735 0.1811
H -3.991 3.565 -1.904 0.0770 -0.5338 -0.2741
H -4.035 5.672 -3.804 0.2291 -0.7639 0.3634
O -1.530 -3.292 4.963 -3.8751 -3.0993 4.1116
V -2.533 -2.910 3.645 -7.8716 -1.2283 -5.7762
O -3.607 -2.623 2.391 1.5777 -0.8440 2.9453
```
Positions in Å, forces in eV/Å.

Output
- net charge = +1

=====

Formula: C7H17NO
Source: OMol25
Level of theory: ωB97M-V/def2-TZVPD

```
26
Properties=species:S:1:pos:R:3:forces:R:3
C -0.478 -0.054 0.339 -0.5207 1.9441 -1.5714
C -0.474 1.111 1.357 0.7141 -0.4940 0.6464
C -1.822 1.745 1.752 -0.8947 0.0393 -1.6457
C 0.349 2.226 0.795 1.2781 1.3519 -1.2423
C 0.243 0.582 2.643 0.7232 1.1236 -1.3145
H -1.298 -0.697 0.573 -0.1832 -1.0138 -0.0149
H -0.610 0.309 -0.734 -0.6420 0.2679 1.5933
H 0.486 -0.526 0.172 0.1447 -0.4155 1.0183
H -1.605 2.496 2.512 -0.1981 -0.1904 0.2248
H -2.295 2.363 0.871 0.7365 -1.4475 1.4666
H -2.531 0.969 2.125 0.2992 0.7537 -0.2320
H 0.331 3.127 1.424 -0.1066 -0.1878 -0.0724
H 0.042 2.538 -0.241 -0.1007 -0.2895 0.9283
H 1.419 1.982 0.679 -0.2815 -0.2175 0.1578
H 1.241 0.218 2.371 -0.2962 -0.2103 0.1813
H 0.377 1.317 3.403 0.3875 1.4554 0.1849
H -0.284 -0.086 3.244 -1.1577 -2.0428 0.2493
C 0.037 -1.357 -2.690 0.5621 0.6227 -2.0163
C 0.610 -2.709 -2.399 1.9711 1.5593 0.1506
N 1.961 -2.858 -2.512 1.5690 0.6790 -1.3778
O -0.115 -3.519 -1.940 -1.6303 -2.6066 1.1208
H -0.828 -1.708 -3.280 -0.1697 1.0440 0.4240
H 0.664 -0.638 -3.365 -1.0004 -1.2083 1.4715
H -0.213 -0.947 -1.698 -0.0576 -0.1617 -1.2020
H 2.427 -3.773 -2.213 -0.9214 2.0883 -1.0674
H 2.366 -2.109 -3.186 -0.2247 -2.4435 1.9388
```
Positions in Å, forces in eV/Å.

Output
- relative energy (zero: lowest compared OMol25 entry of this formula, charge and spin) (eV) = 1.500
- SMILES string = CC(C)(C)C.CC(N)=O
- net charge = 0

=====

no.,HOMO level (eV),orbital gap (eV)
1,-11.23,6.76
2,-2.96,7.00
3,-10.91,2.01
4,-9.74,10.49